C10H15O10Pb | ωB97M-V/def2-TZVPD

Geometry as XYZ:
```
36
Properties=species:S:1:pos:R:3:lowdin_spin:R:1
Pb -2.489 2.834 -13.238 0.072
C -6.620 5.254 -12.911 0.003
C -6.258 3.884 -13.401 0.002
O -5.071 3.512 -13.249 0.020
O -7.244 3.257 -13.874 0.012
H -5.759 5.904 -12.756 0.000
H -7.267 5.213 -12.035 0.000
H -7.197 5.794 -13.661 0.000
C -2.577 -1.293 -11.935 0.014
C -3.881 -0.616 -12.610 0.027
O -3.868 0.582 -12.714 0.359
O -4.727 -1.322 -13.172 0.099
H -2.334 -0.961 -10.926 0.000
H -1.692 -1.137 -12.551 -0.001
H -2.758 -2.348 -11.728 0.004
C -1.780 6.936 -11.448 0.008
C -1.829 5.591 -12.121 0.005
O -1.760 5.458 -13.306 0.024
O -2.271 4.626 -11.397 0.083
H -2.775 7.197 -11.087 0.000
H -1.374 7.789 -11.992 0.000
H -1.286 6.802 -10.486 0.000
C 1.601 0.837 -12.973 0.006
C 0.349 1.698 -12.912 0.004
O -0.425 1.658 -11.907 0.031
O -0.030 2.213 -13.923 0.033
H 2.050 0.825 -13.966 0.000
H 1.468 -0.191 -12.636 0.000
H 2.246 1.315 -12.236 0.000
C -3.565 2.393 -17.696 0.016
C -3.303 2.497 -16.243 0.012
O -3.733 1.697 -15.390 0.103
O -2.574 3.463 -15.907 0.064
H -3.500 1.341 -17.974 0.000
H -2.924 2.982 -18.351 0.000
H -4.590 2.753 -17.794 0.000
```

Properties
* net charge: -2
* multiplicity: 2
* relative energy (zero: lowest compared OMol25 entry of this formula, charge and spin): 0.8143 eV
* E_HOMO (spin up / spin down): -2.22 / -2.14 eV



C4H8N2OS | ωB97M-V/def2-TZVPD

Geometry as XYZ:
```
16
Properties=species:S:1:pos:R:3:lowdin_charge:R:1
H 1.796 -1.636 -0.570 -0.016
N 1.647 -1.732 0.352 0.164
C 0.802 -0.795 0.583 -0.372
N 0.103 -0.644 1.710 0.075
C -0.650 0.557 2.130 -0.204
C 0.229 1.812 2.514 -0.096
O 0.313 0.085 -0.606 -0.132
C -0.109 -0.529 -1.724 -0.680
S -1.107 0.408 -2.684 0.636
H 0.583 -1.166 2.355 0.108
H -1.326 0.809 1.446 0.048
H -1.335 0.372 3.086 0.155
H 0.803 2.226 1.638 0.072
H -0.320 2.720 2.952 0.089
H 1.037 1.423 3.227 0.083
H 0.096 -1.586 -1.790 0.071
```

Properties
* net charge: 0
* relative energy (zero: lowest compared OMol25 entry of this formula, charge and spin): 2.5058 eV
* E_HOMO: -8.91 eV
* SMILES: [H]/N=C(/NCC)OC=S



C5H22BCs2N6O4 | ωB97M-V/def2-TZVPD

Geometry as XYZ:
```
40
Properties=species:S:1:pos:R:3:lowdin_charge:R:1
Cs 1.400 5.545 2.559 0.945
Cs -4.227 2.314 -2.118 0.925
B 0.274 2.003 -0.693 -0.450
H 0.216 3.071 -0.839 -0.121
H 1.268 1.646 -0.469 -0.107
H -0.369 1.624 0.086 -0.112
H 0.037 1.494 -1.614 -0.108
C 3.307 4.141 -4.342 -0.778
O 4.125 4.655 -5.090 0.032
N 3.622 3.446 -3.249 0.151
N 2.038 4.265 -4.348 0.153
H 2.783 3.181 -2.754 0.091
H 4.569 3.361 -2.908 0.117
H 1.579 4.995 -4.874 0.126
H 1.441 3.690 -3.770 0.110
C 4.397 -2.157 2.749 -0.758
O 4.169 -3.126 3.518 -0.007
N 3.550 -1.265 2.384 0.155
N 5.637 -1.880 2.398 0.153
H 2.903 -1.134 3.149 0.119
H 3.536 -0.591 1.632 0.117
H 5.866 -1.079 1.827 0.105
H 6.382 -2.504 2.673 0.118
C -5.901 -0.104 3.225 -0.789
O -6.688 -0.983 3.010 0.059
N -4.580 -0.240 3.177 0.146
N -6.291 0.968 3.863 0.154
H -3.968 0.126 3.893 0.105
H -4.206 -1.037 2.681 0.112
H -5.599 1.683 4.041 0.103
H -7.281 1.068 4.038 0.125
C -1.708 -4.807 -2.126 -0.129
C -1.437 -3.979 -0.963 -0.318
O -1.891 -2.654 -1.284 -0.086
H -1.138 -5.737 -2.137 0.078
H -1.465 -4.292 -3.055 0.081
H -2.650 -5.264 -2.429 0.075
H -0.374 -4.121 -0.770 0.121
H -2.049 -4.324 -0.130 0.112
H -1.279 -1.998 -0.942 0.075
```

Properties
* net charge: +1
* relative energy (zero: lowest compared OMol25 entry of this formula, charge and spin): 4.5112 eV
* E_HOMO: -10.90 eV



C30H31F2O | ωB97M-V/def2-TZVPD

Geometry as XYZ:
```
64
Properties=species:S:1:pos:R:3:lowdin_charge:R:1
C 4.724 -2.024 1.736 -0.047
C 4.140 -1.070 0.685 -0.528
C 4.849 0.297 0.804 -0.067
C 4.400 -1.641 -0.717 -0.041
C 2.629 -0.953 0.903 -0.073
C 2.036 0.231 1.161 0.039
C 0.621 0.353 1.364 -0.187
C 0.045 1.569 1.616 0.063
C -1.379 1.763 1.877 -0.196
C -2.070 0.957 2.792 0.014
C -3.426 1.103 2.984 -0.254
F -4.082 0.300 3.861 0.053
C -4.112 2.062 2.260 0.061
C -3.457 2.880 1.355 -0.247
F -4.146 3.798 0.630 0.070
C -2.097 2.738 1.179 0.051
C -0.174 -0.832 1.238 0.036
C 0.356 -2.044 0.993 -0.069
C -0.521 -3.295 0.912 -0.523
C -0.376 -3.927 -0.479 -0.039
C -2.011 -2.968 1.164 -0.054
C -0.047 -4.295 1.977 -0.047
C 1.808 -2.170 0.824 -0.288
O 2.321 -3.260 0.619 0.036
H 4.282 -3.015 1.639 0.074
H 5.803 -2.115 1.622 0.080
H 4.516 -1.662 2.742 0.086
H 4.480 1.002 0.060 0.085
H 4.703 0.733 1.792 0.081
H 5.922 0.194 0.650 0.081
H 3.965 -1.001 -1.483 0.091
H 5.469 -1.723 -0.910 0.081
H 3.956 -2.631 -0.815 0.076
H 2.623 1.128 1.223 0.105
H 0.678 2.440 1.585 0.124
H -1.541 0.227 3.379 0.127
H -5.169 2.175 2.401 0.124
H -1.592 3.363 0.465 0.135
H -1.237 -0.725 1.323 0.090
H 0.659 -4.219 -0.657 0.075
H -1.003 -4.813 -0.570 0.082
H -0.665 -3.223 -1.258 0.091
H -2.154 -2.513 2.144 0.081
H -2.400 -2.286 0.408 0.089
H -2.621 -3.869 1.134 0.083
H -0.098 -3.851 2.970 0.086
H -0.661 -5.194 1.972 0.081
H 0.987 -4.582 1.792 0.072
C -3.622 2.623 -2.648 -0.131
C -3.163 1.491 -1.987 -0.200
C -1.820 1.284 -2.284 -0.137
C -1.404 2.320 -3.170 -0.247
C -2.534 3.156 -3.395 -0.249
C -2.427 4.266 -4.229 -0.078
C -1.208 4.529 -4.827 -0.164
C -0.102 3.713 -4.608 -0.165
C -0.183 2.607 -3.783 -0.080
H -4.616 3.038 -2.602 0.068
H -3.763 0.872 -1.337 0.072
H -1.198 0.487 -1.905 0.061
H -3.282 4.896 -4.396 0.087
H -1.115 5.384 -5.474 0.069
H 0.833 3.948 -5.088 0.069
H 0.671 1.976 -3.614 0.085
```

Properties
* net charge: -1
* E_HOMO: -2.36 eV



C43H69As6F36N6O3 | ωB97M-V/def2-TZVPD

Geometry as XYZ:
```
163
Properties=species:S:1:pos:R:3:lowdin_spin:R:1
C 6.513 4.530 0.215 0.000
N 6.502 3.087 0.169 0.000
C 5.675 2.542 -0.775 0.000
C 5.551 1.143 -0.898 0.000
C 6.202 0.332 0.038 0.000
C 7.036 0.931 1.050 0.000
C 7.093 2.357 1.090 0.000
C 6.226 -1.177 0.159 0.000
C 5.589 -1.933 1.195 0.000
C 5.741 -3.286 1.285 0.000
N 6.429 -3.960 0.322 0.000
C 7.088 -3.337 -0.641 0.000
C 6.995 -1.925 -0.700 0.000
C 6.607 -5.413 0.420 0.000
H 5.525 4.818 0.573 0.000
H 6.694 4.778 -0.831 0.000
H 7.206 4.760 1.024 0.000
H 5.121 3.128 -1.494 0.000
H 4.889 0.641 -1.588 0.000
H 7.509 0.273 1.764 0.000
H 7.746 2.823 1.814 0.000
H 5.090 -1.328 1.938 0.000
H 5.238 -3.859 2.049 0.000
H 7.572 -4.006 -1.337 0.000
H 7.410 -1.331 -1.500 0.000
H 6.410 -5.885 -0.543 0.000
H 6.035 -5.880 1.222 0.000
H 7.674 -5.605 0.532 0.000
C -2.305 -6.242 1.263 0.000
N -3.330 -5.131 1.190 0.000
C -4.677 -5.381 1.259 0.000
C -5.618 -4.379 0.974 0.000
C -5.183 -3.053 0.708 0.000
C -3.822 -2.785 0.714 0.000
C -2.873 -3.855 0.938 0.000
C -6.195 -2.058 0.389 0.000
C -6.887 -2.390 -0.767 0.000
C -7.941 -1.544 -1.201 0.000
N -8.345 -0.500 -0.452 0.000
C -7.694 -0.198 0.669 0.000
C -6.561 -0.905 1.080 0.000
C -9.472 0.279 -1.013 0.000
H -1.563 -6.004 2.025 0.000
H -1.820 -6.250 0.287 0.000
H -2.790 -7.206 1.419 0.000
H -4.875 -6.441 1.214 0.000
H -6.636 -4.726 0.883 0.000
H -3.389 -1.809 0.552 0.000
H -1.824 -3.720 0.720 0.000
H -6.581 -3.211 -1.398 0.000
H -8.438 -1.714 -2.145 0.000
H -8.013 0.660 1.242 0.000
H -6.181 -0.779 2.083 0.000
H -9.231 1.253 -1.438 0.000
H -9.956 0.660 -0.114 0.000
H -10.134 -0.372 -1.584 0.000
C -1.139 5.318 1.341 0.000
C -2.181 5.878 0.381 0.000
C -2.654 4.906 -0.770 0.000
C -3.783 3.860 -0.508 0.000
N -4.109 2.969 -1.763 0.000
C -3.009 1.951 -2.116 0.000
C -3.676 0.871 -2.975 0.000
C -5.114 0.745 -2.298 0.000
C -5.348 2.075 -1.612 0.000
C -4.470 3.892 -2.987 0.000
H -0.310 5.052 0.684 0.000
H -1.468 4.357 1.738 0.000
H -0.889 5.946 2.197 0.000
H -1.732 6.639 -0.257 0.000
H -2.916 6.555 0.815 0.000
H -1.717 4.503 -1.153 0.000
H -2.976 5.579 -1.565 0.000
H -4.721 4.406 -0.403 0.000
H -3.357 3.208 0.254 0.000
H -2.086 2.376 -2.509 0.000
H -2.862 1.440 -1.164 0.000
H -3.741 1.212 -4.008 0.000
H -3.124 -0.066 -3.056 0.000
H -5.910 0.705 -3.042 0.000
H -4.981 -0.190 -1.754 0.000
H -6.343 2.434 -1.875 0.000
H -5.469 1.948 -0.536 0.000
H -4.813 3.302 -3.837 0.000
H -3.698 4.571 -3.348 0.000
H -5.182 4.644 -2.645 0.000
C -0.042 0.184 -3.602 0.000
C -0.014 -1.234 -2.864 0.000
C -0.075 -1.138 -1.288 0.000
C 1.274 -0.665 -0.666 0.000
N 1.174 -0.143 0.801 0.000
C 2.553 0.046 1.498 0.000
C 2.200 -0.233 2.987 0.000
C 1.098 -1.149 3.111 0.001
C 0.632 -1.373 1.594 0.000
C 0.233 1.129 0.978 0.000
H -0.972 0.736 -3.464 0.000
H 0.013 0.077 -4.685 0.000
H 0.780 0.809 -3.253 0.000
H 0.837 -1.860 -3.131 0.000
H -0.718 -1.986 -3.220 0.000
H -0.173 -2.220 -1.198 0.000
H -0.959 -0.587 -0.969 0.000
H 1.606 0.271 -1.116 0.000
H 2.059 -1.411 -0.788 0.000
H 2.899 1.052 1.261 0.000
H 3.263 -0.686 1.114 0.000
H 1.972 0.727 3.450 0.000
H 3.035 -0.566 3.603 0.000
H 0.249 -0.752 3.668 0.000
H 1.186 -2.151 3.529 0.000
H -0.453 -1.273 1.565 -0.001
H 0.908 -2.258 1.021 0.000
H -0.804 0.921 0.713 0.000
H 0.724 1.933 0.430 0.000
H 0.265 1.333 2.048 0.000
As 2.296 4.093 -2.325 0.000
F 1.695 5.704 -2.547 0.000
F 1.648 3.497 -3.821 0.000
F 2.957 2.483 -1.805 0.000
F 2.947 4.724 -0.744 0.000
F 0.714 3.716 -1.607 0.000
F 3.849 4.597 -3.125 0.000
As -3.542 -4.211 -3.308 0.000
F -3.223 -2.682 -2.470 0.000
F -2.313 -3.866 -4.567 0.000
F -3.815 -5.794 -4.233 0.000
F -4.891 -4.470 -2.073 0.000
F -4.682 -3.287 -4.337 0.000
F -2.348 -5.017 -2.270 0.000
As 5.784 1.024 5.077 0.000
F 5.163 2.317 3.947 0.000
F 7.433 0.976 4.232 0.000
F 6.334 -0.215 6.250 0.000
F 4.135 1.027 5.844 0.000
F 5.189 -0.169 3.887 0.000
F 6.330 2.310 6.150 0.000
As 0.489 4.220 5.470 0.000
F 2.074 4.815 5.038 0.000
F -0.126 5.897 5.577 0.000
F -1.070 3.520 6.039 0.000
F 1.149 2.539 5.349 0.000
F 1.016 4.259 7.248 0.000
F 0.012 4.079 3.706 0.000
As 1.992 -5.298 0.628 0.000
F 1.517 -6.944 1.178 0.000
F 2.580 -5.877 -0.897 0.000
F 2.693 -3.699 0.236 0.000
F 1.237 -4.564 2.055 0.000
F 3.526 -5.591 1.593 0.000
F 0.450 -4.929 -0.188 0.000
As 4.160 -0.283 -4.911 0.000
F 3.342 -0.014 -3.327 0.000
F 3.402 -1.891 -4.985 0.000
F 4.983 -0.574 -6.444 0.000
F 4.851 1.370 -4.669 0.000
F 5.625 -0.902 -4.064 0.000
F 2.739 0.537 -5.764 0.000
O -3.378 1.073 4.005 0.102
C -3.158 0.672 2.799 0.033
O -2.565 -0.326 2.479 0.622
O -3.588 1.469 2.017 0.238
H -3.613 1.649 3.274 0.008
```

Properties
* net charge: 0
* multiplicity: 2
* E_HOMO (spin up / spin down): -10.46 / -10.46 eV



C10H16N3OS | ωB97M-V/def2-TZVPD

Geometry as XYZ:
```
31
Properties=species:S:1:pos:R:3:lowdin_charge:R:1
C -0.735 3.188 -0.191 -0.003
C 0.561 2.971 -0.610 -0.036
C -1.467 2.100 0.226 -0.255
C 1.192 1.769 -0.544 -0.329
C -0.858 0.802 0.309 -0.188
C 0.488 0.605 -0.087 -0.326
C 2.490 -1.321 0.585 -0.528
C -1.727 -1.436 0.134 -0.348
C -1.931 -2.539 1.026 0.021
C -1.607 -1.544 -1.362 -0.022
N -2.765 2.170 0.731 0.103
N 2.497 1.558 -0.968 0.083
N 2.575 -1.625 2.011 0.032
O -1.750 -0.221 0.660 0.018
S 0.886 -1.139 -0.092 1.023
H -1.090 4.170 -0.087 0.112
H 1.191 3.820 -0.659 0.113
H 3.023 -2.120 0.156 0.013
H -1.360 -3.346 0.594 0.114
H -2.941 -2.871 1.091 0.116
H -1.635 -2.203 1.976 0.097
H -1.092 -2.377 -1.704 0.068
H -1.152 -0.670 -1.777 0.078
H -2.769 -1.464 -1.564 0.176
H -3.315 2.867 0.302 0.080
H -3.289 1.250 0.698 0.119
H 2.718 0.548 -0.910 0.051
H 3.208 2.357 -1.145 0.157
H 2.167 -2.570 2.283 0.167
H 1.936 -0.986 2.360 0.093
H 3.542 -1.602 2.476 0.199
```

Properties
* net charge: +1
* relative energy (zero: lowest compared OMol25 entry of this formula, charge and spin): 3.3676 eV
* E_HOMO: -10.02 eV